Computed, not measured: a 14-piece molecular cluster, C20H68N4O14 overall, with ωB97M-V/def2-TZVPD.

Bonds (Å) are listed after each position.
Element x y z (Å)
1 C -1.81 3.86 0.74  C2 1.490, H4 1.081, H5 1.060, H6 1.092
2 C -3.19 4.25 1.14  C1 1.490, O3 1.376, H7 1.062, H8 1.113
3 O -3.20 5.62 0.99  C2 1.376, H9 0.935
4 H -1.42 4.33 -0.16  C1 1.081
5 H -1.64 2.82 0.62  C1 1.060
6 H -1.07 4.16 1.49  C1 1.092
7 H -3.48 3.99 2.13  C2 1.062
8 H -3.93 3.79 0.44  C2 1.113
9 H -3.80 5.95 1.62  O3 0.935
10 C 3.21 -2.82 -2.85  C11 1.564, H13 1.100, H14 1.121, H15 1.116
11 C 4.30 -2.29 -3.84  C10 1.564, O12 1.365, H16 1.102, H17 1.038
12 O 5.21 -3.31 -3.95  C11 1.365, H18 0.942
13 H 3.54 -2.85 -1.80  C10 1.100
14 H 2.70 -3.71 -3.31  C10 1.121
15 H 2.35 -2.11 -2.74  C10 1.116
16 H 4.81 -1.46 -3.34  C11 1.102
17 H 3.88 -1.96 -4.73  C11 1.038
18 H 5.82 -3.16 -4.65  O12 0.942
19 C -3.36 0.51 1.71  C20 1.542, H22 1.053, H23 1.074, H24 1.069
20 C -3.79 -0.57 2.71  C19 1.542, O21 1.472, H25 1.064, H26 1.084
21 O -5.22 -0.89 2.65  C20 1.472, H27 0.970
22 H -2.31 0.58 1.71  C19 1.053
23 H -3.75 1.48 1.97  C19 1.074
24 H -3.61 0.21 0.71  C19 1.069
25 H -3.51 -0.22 3.68  C20 1.064
26 H -3.14 -1.41 2.51  C20 1.084
27 H -5.41 -1.54 3.34  O21 0.970
28 C 0.10 -3.76 3.60  C29 1.502, H31 1.029, H32 1.074, H33 1.055
29 C 1.44 -3.12 3.42  C28 1.502, O30 1.428, H34 1.126, H35 1.089
30 O 1.71 -3.19 2.02  C29 1.428, H36 0.988
31 H -0.26 -3.71 4.56  C28 1.029
32 H 0.24 -4.78 3.28  C28 1.074
33 H -0.59 -3.40 2.89  C28 1.055
34 H 2.20 -3.72 3.99  C29 1.126
35 H 1.39 -2.06 3.69  C29 1.089
36 H 2.04 -4.11 1.89  O30 0.988
37 C 3.68 -1.01 0.47  C38 1.433, H40 1.051, H41 1.141, H42 1.119
38 C 3.97 0.15 -0.32  C37 1.433, O39 1.393, H43 1.082, H44 1.141
39 O 2.87 1.01 -0.33  C38 1.393, H45 0.950
40 H 4.49 -1.65 0.26  C37 1.051
41 H 2.76 -1.59 0.11  C37 1.141
42 H 3.56 -0.78 1.56  C37 1.119
43 H 4.21 -0.16 -1.33  C38 1.082
44 H 4.87 0.70 0.10  C38 1.141
45 H 3.04 1.77 -0.87  O39 0.950
46 C -0.37 5.25 -2.23  C47 1.463, H49 1.118, H50 1.096, H51 1.063
47 C 0.73 4.41 -1.77  C46 1.463, O48 1.366, H52 1.089, H53 1.055
48 O 1.77 5.01 -1.11  C47 1.366, H54 0.979
49 H -0.12 5.78 -3.18  C46 1.118
50 H -0.55 5.93 -1.39  C46 1.096
51 H -1.26 4.68 -2.36  C46 1.063
52 H 1.21 3.84 -2.56  C47 1.089
53 H 0.41 3.63 -1.13  C47 1.055
54 H 1.85 4.48 -0.29  O48 0.979
55 C 0.19 -0.37 -0.03  O56 1.389, N57 1.324, N58 1.254
56 O -0.07 0.99 -0.10  C55 1.389
57 N 0.16 -1.00 1.13  C55 1.324, H59 1.036, H60 1.042
58 N 0.35 -1.14 -1.01  C55 1.254, H61 1.029, H62 0.999
59 H 0.27 -0.23 1.82  N57 1.036
60 H 0.64 -1.89 1.39  N57 1.042
61 H 0.45 -0.75 -1.96  N58 1.029
62 H 0.43 -2.12 -0.83  N58 0.999
63 C 1.63 1.59 3.15  O64 1.418, N65 1.265, N66 1.332
64 O 1.61 1.70 4.57  C63 1.418
65 N 0.62 1.51 2.39  C63 1.265, H67 1.060, H68 1.003
66 N 2.77 1.49 2.47  C63 1.332, H69 1.055, H70 0.994
67 H -0.30 1.78 2.85  N65 1.060
68 H 0.63 1.45 1.39  N65 1.003
69 H 3.72 1.63 2.90  N66 1.055
70 H 2.85 1.36 1.49  N66 0.994
71 C -2.78 -1.94 -0.69  O72 1.408, H73 1.062, H74 1.072, H75 1.088
72 O -2.10 -2.33 0.49  C71 1.408, H76 0.996
73 H -2.28 -1.07 -1.05  C71 1.062
74 H -3.81 -1.70 -0.56  C71 1.072
75 H -2.71 -2.74 -1.42  C71 1.088
76 H -1.31 -1.75 0.57  O72 0.996
77 C 1.51 1.02 -3.16  O78 1.417, H79 1.046, H80 1.043, H81 1.082
78 O 0.87 -0.16 -3.61  C77 1.417, H82 0.967
79 H 0.98 1.54 -2.43  C77 1.046
80 H 1.73 1.64 -3.98  C77 1.043
81 H 2.51 0.75 -2.86  C77 1.082
82 H 1.24 -0.31 -4.49  O78 0.967
83 C -0.78 -0.77 4.95  O84 1.424, H85 1.057, H86 1.021, H87 1.086
84 O -1.50 -0.41 6.12  C83 1.424, H88 1.030
85 H -0.37 0.09 4.49  C83 1.057
86 H -1.37 -1.28 4.28  C83 1.021
87 H 0.12 -1.30 5.25  C83 1.086
88 H -0.83 -0.30 6.90  O84 1.030
89 C -2.53 -1.00 -3.83  O90 1.365, H91 1.085, H92 1.073, H93 1.116
90 O -1.87 0.13 -4.23  C89 1.365, H94 0.956
91 H -2.94 -1.52 -4.69  C89 1.085
92 H -3.15 -0.72 -3.01  C89 1.073
93 H -1.65 -1.54 -3.40  C89 1.116
94 H -1.59 0.69 -3.52  O90 0.956
95 C 0.15 -4.19 -1.78  O96 1.414, H97 1.079, H98 1.094, H99 1.132
96 O 0.63 -3.98 -0.47  C95 1.414, H100 0.973
97 H 0.80 -3.75 -2.52  C95 1.079
98 H -0.88 -3.85 -1.93  C95 1.094
99 H 0.13 -5.29 -2.06  C95 1.132
100 H -0.13 -4.20 0.10  O96 0.973
101 C -2.97 1.99 -1.91  O102 1.423, H103 1.088, H104 1.061, H105 1.087
102 O -1.56 1.91 -2.09  C101 1.423, H106 0.915
103 H -3.30 2.77 -1.23  C101 1.088
104 H -3.27 1.08 -1.44  C101 1.061
105 H -3.48 1.90 -2.87  C101 1.087
106 H -1.03 1.76 -1.36  O102 0.915

- Frontier orbital gap: 9.22 eV
- ΔE to the lowest compared entry with this formula, charge and spin: 6.426 eV
- 2S+1: 1
- Strongest force on any atom: 9.48 eV/Å

Computed, not measured: a 14-piece molecular cluster, C20H68N8O14 overall, with ωB97M-V/def2-TZVPD.

Bonds (Å) are listed after each position.
Element x y z (Å)
1 C 7.78 -19.05 6.83  C2 1.499, H4 1.053, H5 1.041, H6 1.043
2 C 6.66 -18.16 7.26  C1 1.499, O3 1.388, H7 1.070, H8 1.046
3 O 7.09 -17.31 8.26  C2 1.388, H9 0.954
4 H 8.49 -18.55 6.23  C1 1.053
5 H 7.48 -19.89 6.29  C1 1.041
6 H 8.36 -19.32 7.66  C1 1.043
7 H 5.80 -18.74 7.53  C2 1.070
8 H 6.30 -17.52 6.51  C2 1.046
9 H 6.33 -16.80 8.54  O3 0.954
10 C 10.19 -25.51 3.24  C11 1.458, H13 1.103, H14 1.103, H15 1.084
11 C 9.79 -24.11 3.24  C10 1.458, O12 1.446, H16 1.119, H17 1.117
12 O 8.35 -24.22 3.22  C11 1.446, H18 0.984
13 H 9.75 -26.06 2.39  C10 1.103
14 H 9.81 -25.93 4.19  C10 1.103
15 H 11.27 -25.57 3.16  C10 1.084
16 H 10.14 -23.56 2.33  C11 1.119
17 H 10.04 -23.53 4.16  C11 1.117
18 H 8.09 -24.48 4.14  O12 0.984
19 C 7.34 -23.43 9.31  C20 1.504, H22 1.122, H23 1.128, H24 1.068
20 C 6.43 -22.43 8.64  C19 1.504, O21 1.381, H25 1.076, H26 1.064
21 O 5.74 -21.67 9.57  C20 1.381, H27 0.959
22 H 7.96 -24.07 8.63  C19 1.122
23 H 6.63 -24.03 9.95  C19 1.128
24 H 8.02 -22.96 9.98  C19 1.068
25 H 5.83 -22.94 7.92  C20 1.076
26 H 7.02 -21.69 8.16  C20 1.064
27 H 5.01 -22.18 9.92  O21 0.959
28 C 8.05 -26.95 8.86  C29 1.521, H31 1.067, H32 1.118, H33 1.111
29 C 9.10 -27.76 8.11  C28 1.521, O30 1.423, H34 1.091, H35 1.088
30 O 9.37 -28.97 8.80  C29 1.423, H36 0.958
31 H 7.20 -27.53 9.12  C28 1.067
32 H 7.77 -26.01 8.33  C28 1.118
33 H 8.49 -26.66 9.84  C28 1.111
34 H 10.02 -27.21 7.92  C29 1.091
35 H 8.63 -28.00 7.15  C29 1.088
36 H 8.77 -29.63 8.44  O30 0.958
37 C 8.46 -20.85 3.28  C38 1.493, H40 1.040, H41 1.097, H42 1.053
38 C 8.55 -21.25 1.84  C37 1.493, O39 1.429, H43 1.059, H44 1.114
39 O 7.72 -20.41 1.02  C38 1.429, H45 0.953
40 H 7.50 -21.03 3.63  C37 1.040
41 H 8.83 -19.85 3.52  C37 1.097
42 H 8.96 -21.44 3.99  C37 1.053
43 H 8.27 -22.25 1.63  C38 1.059
44 H 9.59 -21.10 1.48  C38 1.114
45 H 7.16 -21.04 0.58  O39 0.953
46 C 6.25 -28.13 4.89  C47 1.522, H49 1.094, H50 1.132, H51 1.105
47 C 6.81 -27.17 3.85  C46 1.522, O48 1.366, H52 1.058, H53 1.140
48 O 6.04 -26.05 3.93  C47 1.366, H54 0.982
49 H 5.22 -28.40 4.63  C46 1.094
50 H 6.32 -27.75 5.95  C46 1.132
51 H 6.79 -29.08 4.73  C46 1.105
52 H 6.86 -27.59 2.88  C47 1.058
53 H 7.93 -27.09 4.06  C47 1.140
54 H 6.39 -25.38 3.29  O48 0.982
55 C 4.47 -19.86 4.88  O56 1.347, N57 1.294, N58 1.271
56 O 5.32 -20.60 5.61  C55 1.347
57 N 4.88 -18.84 4.19  C55 1.294, H59 1.020, H60 1.012
58 N 3.23 -20.11 4.78  C55 1.271, H61 1.018, H62 1.084
59 H 5.87 -18.64 4.07  N57 1.020
60 H 4.30 -18.32 3.55  N57 1.012
61 H 2.83 -20.87 5.33  N58 1.018
62 H 2.52 -19.78 4.03  N58 1.084
63 C 7.82 -23.42 6.02  O64 1.347, N65 1.305, N66 1.308
64 O 8.84 -22.60 6.36  C63 1.347
65 N 7.95 -24.72 5.92  C63 1.305, H67 1.040, H68 0.992
66 N 6.61 -23.14 5.62  C63 1.308, H69 1.053, H70 0.993
67 H 8.86 -25.17 6.15  N65 1.040
68 H 7.15 -25.30 5.79  N65 0.992
69 H 6.42 -22.10 5.56  N66 1.053
70 H 5.85 -23.67 5.29  N66 0.993
71 C 3.17 -25.26 5.28  O72 1.406, N73 1.299, N74 1.295
72 O 4.06 -24.17 5.36  C71 1.406
73 N 3.56 -26.50 5.29  C71 1.299, H75 1.003, H76 1.024
74 N 1.90 -25.07 5.39  C71 1.295, H77 1.010, H78 0.979
75 H 4.49 -26.60 4.94  N73 1.003
76 H 2.94 -27.32 5.21  N73 1.024
77 H 1.55 -24.12 5.30  N74 1.010
78 H 1.25 -25.80 5.50  N74 0.979
79 C 11.62 -24.68 6.88  O80 1.405, N81 1.287, N82 1.297
80 O 10.41 -25.32 6.56  C79 1.405
81 N 12.69 -25.30 7.24  C79 1.287, H83 1.051, H84 1.016
82 N 11.80 -23.39 6.85  C79 1.297, H85 1.018, H86 1.010
83 H 12.70 -26.35 7.15  N81 1.051
84 H 13.57 -24.84 7.07  N81 1.016
85 H 10.97 -22.93 6.48  N82 1.018
86 H 12.44 -22.85 7.41  N82 1.010
87 C 1.97 -22.45 7.46  O88 1.445, H89 1.019, H90 1.076, H91 1.064
88 O 3.37 -22.36 7.09  C87 1.445, H92 0.965
89 H 1.74 -23.44 7.47  C87 1.019
90 H 1.37 -21.96 6.71  C87 1.076
91 H 1.84 -21.95 8.39  C87 1.064
92 H 3.54 -23.20 6.64  O88 0.965
93 C 5.08 -22.42 2.71  O94 1.408, H95 1.087, H96 1.111, H97 1.042
94 O 4.84 -22.91 1.41  C93 1.408, H98 0.935
95 H 4.22 -22.40 3.36  C93 1.087
96 H 5.56 -21.41 2.68  C93 1.111
97 H 5.79 -23.06 3.14  C93 1.042
98 H 4.47 -22.28 0.83  O94 0.935
99 C 10.13 -21.07 9.04  O100 1.434, H101 1.108, H102 1.084, H103 1.122
100 O 10.30 -21.34 10.44  C99 1.434, H104 0.978
101 H 10.15 -20.00 8.76  C99 1.108
102 H 9.15 -21.39 8.70  C99 1.084
103 H 10.91 -21.63 8.46  C99 1.122
104 H 9.54 -20.92 10.88  O100 0.978
105 C 4.89 -25.72 8.30  O106 1.420, H107 1.065, H108 1.048, H109 1.091
106 O 4.63 -27.01 7.78  C105 1.420, H110 0.952
107 H 5.45 -25.78 9.21  C105 1.065
108 H 3.98 -25.23 8.50  C105 1.048
109 H 5.45 -25.14 7.57  C105 1.091
110 H 4.32 -26.93 6.88  O106 0.952

- Frontier orbital gap: 8.64 eV
- ΔE to the lowest compared entry with this formula, charge and spin: 0.354 eV
- 2S+1: 1
- Strongest force on any atom: 8.32 eV/Å